1.
{"formula": "CNO4S", "method": "ωB97M-V with the def2-TZVPD basis set", "gap_ha": 0.2812, "e_tot_ev": -21551.5417, "e_above_lowest_kcal_mol": 44.9, "charge": -1, "symbols": ["C", "N", "O", "O", "O", "O", "S"], "positions_angstrom": [[-1.816, -0.232, 0.114], [1.277, 0.218, -0.118], [-2.079, -0.952, -0.759], [1.039, 1.323, -0.630], [-1.926, 0.555, 0.961], [0.371, -0.590, 0.265], [3.134, -0.322, 0.166]]}

***

2.
{"formula": "CNO5S3", "method": "ωB97M-V with the def2-TZVPD basis set", "gap_ha": 0.3217, "e_tot_ev": -45269.7986, "e_above_lowest_kcal_mol": 20.3, "charge": -1, "symbols": ["C", "N", "O", "O", "O", "O", "O", "S", "S", "S"], "positions_angstrom": [[1.115, 1.624, 1.414], [1.022, 2.683, 1.055], [-1.331, -0.752, -1.148], [0.544, -1.222, -2.874], [-0.321, -1.911, 0.847], [-1.772, 0.161, 0.961], [0.580, 0.177, -0.629], [0.963, 0.036, 2.011], [-0.148, -0.205, -2.077], [-0.651, -0.591, 0.439]]}

***

3.
{"formula": "CO4S", "method": "ωB97M-V with the def2-TZVPD basis set", "gap_ha": 0.4004, "e_tot_ev": -20062.3502, "e_above_lowest_kcal_mol": 3.5, "symbols": ["C", "O", "O", "O", "O", "S"], "positions_angstrom": [[-1.452, 0.110, 0.176], [-1.202, -0.760, 0.922], [0.998, 0.674, 0.650], [-1.778, 0.932, -0.523], [1.690, -0.535, -1.328], [1.744, -0.422, 0.102]]}

***

4.
{"formula": "CO4S2", "method": "ωB97M-V with the def2-TZVPD basis set", "gap_ha": [0.1664, 0.1661], "e_tot_ev": -30895.9624, "e_above_lowest_kcal_mol": 32.2, "charge": -2, "symbols": ["C", "O", "O", "O", "O", "S", "S"], "positions_angstrom": [[-1.645, -0.715, 0.087], [1.647, 0.578, 1.167], [-1.842, -1.884, 0.203], [1.405, 0.347, -1.348], [1.554, -1.662, 0.193], [-2.436, 0.728, -0.116], [1.059, -0.298, -0.010]]}

***

Q: Which formula does entry 2 have?
A: CNO5S3